No. 1
DFT (ωB97M-V/def2-TZVPD) results for C28H49BrMgNO3P3 as an isolated structure.

```
! RIJCOSX wB97M-V def2-TZVPD def2/J DEFGRID3
* xyz 2 1
N -5.03 4.53 -3.29
C -4.91 4.97 -2.04
C -3.77 4.75 -1.26
C -2.69 4.01 -1.83
C -2.88 3.51 -3.14
C -4.04 3.84 -3.84
C -1.40 3.81 -1.18
Mg 0.18 3.29 0.14
P 4.50 0.06 0.24
C -0.54 2.74 -1.67
C -0.80 1.31 -1.49
C -0.18 0.42 -2.40
C -0.29 -0.94 -2.22
C -0.97 -1.44 -1.08
C -1.81 -0.58 -0.34
C -1.65 0.79 -0.49
Br 1.33 -1.33 0.35
H -0.94 4.77 -0.78
H 0.12 2.97 -2.52
H -3.70 5.17 -0.25
H -2.10 2.96 -3.67
H -5.76 5.52 -1.63
H -4.17 3.53 -4.87
H 0.36 0.82 -3.26
H -2.24 1.47 0.15
H 0.26 -1.63 -2.87
H -2.52 -1.00 0.37
P -1.04 -3.25 -0.82
C 3.95 1.73 0.63
C 4.95 2.75 0.05
H 3.89 1.83 1.72
H 2.92 1.85 0.25
H 4.78 3.75 0.45
H 5.98 2.46 0.31
H 4.87 2.80 -1.04
C 3.88 -0.43 -1.40
C 4.51 -1.72 -1.91
H 4.08 0.40 -2.09
H 2.78 -0.53 -1.32
H 4.09 -1.98 -2.89
H 5.60 -1.59 -2.04
H 4.33 -2.56 -1.23
C 4.07 -1.23 1.46
C 5.09 -1.49 2.58
H 3.93 -2.18 0.91
H 3.09 -0.97 1.90
H 4.72 -2.30 3.22
H 6.05 -1.80 2.16
H 5.23 -0.59 3.20
C -0.62 -3.53 0.92
C -0.42 -4.94 1.44
H -1.33 -2.96 1.54
H 0.38 -3.01 1.04
H -1.36 -5.49 1.56
H 0.26 -5.50 0.79
H 0.05 -4.85 2.42
C 0.11 -3.94 -2.01
C -0.49 -4.19 -3.40
H 0.46 -4.88 -1.56
H 0.99 -3.29 -2.04
H -1.30 -4.93 -3.35
H -0.89 -3.27 -3.85
H 0.28 -4.58 -4.07
C -2.63 -4.06 -1.05
C -3.79 -3.57 -0.18
H -2.41 -5.11 -0.77
H -2.90 -4.08 -2.12
H -4.24 -2.64 -0.56
H -4.58 -4.34 -0.12
H -3.44 -3.39 0.85
C -1.66 -0.23 3.24
O -1.16 0.86 2.45
P 0.32 1.55 2.85
O 0.06 2.07 4.35
C -1.22 2.40 4.99
O -0.04 3.15 1.97
C -0.98 4.18 2.37
H -2.05 -0.98 2.53
H -2.48 0.12 3.88
H -0.86 -0.69 3.85
H -2.02 2.60 4.26
H -1.49 1.60 5.69
H -1.03 3.33 5.54
H -2.01 3.84 2.18
H -0.85 4.44 3.43
H -0.78 5.07 1.74
*
```

HOMO level (spin up / spin down) = -12.015 / -11.917 eV
Maximum force = 2.81 eV/Å
Relative energy (zero: lowest compared OMol25 entry of this formula, charge and spin) = 35.0 kcal per mole
Orbital gap (spin up / spin down) = 5.66 / 4.34 eV
Molar mass = 644.84 g mol⁻¹

---

No. 2
DFT (ωB97M-V/def2-TZVPD) results for a 2-piece molecular cluster, C2H2ClF3O2 overall.

```
! RIJCOSX wB97M-V def2-TZVPD def2/J DEFGRID3
* xyz 0 1
C -0.59 0.75 0.62
C 1.30 -0.66 1.47
O 0.12 1.64 -0.06
O 1.19 -1.70 0.60
F -1.43 1.21 1.48
F -1.24 -0.07 -0.22
F 1.03 -1.00 2.70
Cl 2.56 0.46 1.30
H 0.15 1.30 -0.95
H 1.01 -2.51 1.06
*
```

HOMO level (spin up / spin down) = -8.064 / -8.283 eV
Maximum force = 4.42 eV/Å
Relative energy (zero: lowest compared OMol25 entry of this formula, charge and spin) = 16.6 kcal per mole
Orbital gap (spin up / spin down) = 8.49 / 8.69 eV
Molar mass = 150.48 g mol⁻¹

---

No. 3
DFT (ωB97M-V/def2-TZVPD) results for a 3-piece molecular cluster, C28H58N3O3 overall.

```
! RIJCOSX wB97M-V def2-TZVPD def2/J DEFGRID3
* xyz 0 2
C -3.47 4.46 -0.18
N -1.99 4.09 0.08
C -1.29 5.43 0.14
C -2.03 3.37 1.41
O -2.59 4.05 2.45
C -1.52 1.85 1.73
C 0.04 1.68 2.17
C 0.99 0.86 1.09
C 0.62 1.10 -0.48
C 0.83 2.63 -1.04
N -0.13 3.06 -2.17
O 1.76 3.50 -0.66
C 0.84 3.06 2.55
C 0.60 3.65 4.05
C 2.07 3.85 4.81
C 0.06 5.22 3.84
N -0.44 2.96 4.88
O -0.53 3.43 6.14
C -0.36 1.47 4.91
C 0.63 0.84 6.09
C -1.88 0.93 5.34
C 0.03 0.71 3.53
H -4.13 3.59 0.31
H -3.71 5.42 0.48
H -3.72 4.62 -1.31
H -1.68 6.05 -0.80
H -0.11 5.35 -0.02
H -1.59 6.07 1.08
H -2.20 1.46 2.63
H -1.85 1.18 0.80
H 0.77 -0.29 1.32
H 2.13 1.01 1.25
H 1.37 0.42 -1.11
H -0.46 0.73 -0.81
H -1.09 2.66 -1.95
H 0.19 2.46 -2.99
H 2.00 2.79 2.49
H 0.70 3.88 1.69
H 2.32 2.99 5.56
H 2.96 3.96 4.05
H 2.06 4.85 5.45
H -0.74 5.55 4.63
H -0.40 5.41 2.78
H 0.97 5.99 3.94
H 0.38 -0.33 6.10
H 1.78 0.90 5.81
H 0.38 1.22 7.17
H -2.06 1.03 6.51
H -2.73 1.52 4.74
H -1.99 -0.20 5.03
H 1.12 0.23 3.58
H -0.71 -0.18 3.26
C -1.90 -5.94 -0.52
C -2.22 -4.95 -1.63
C -1.22 -3.79 -1.71
C -1.15 -2.89 -0.47
C -2.48 -2.24 -0.07
C -3.03 -1.30 -1.13
H -1.94 -5.47 0.46
H -2.63 -6.75 -0.53
H -0.91 -6.37 -0.66
H -3.24 -4.56 -1.50
H -2.21 -5.48 -2.59
H -1.45 -3.18 -2.59
H -0.21 -4.20 -1.89
H -0.41 -2.11 -0.65
H -0.78 -3.47 0.38
H -2.32 -1.67 0.85
H -3.23 -3.00 0.17
H -2.31 -0.50 -1.35
H -3.96 -0.84 -0.78
H -3.25 -1.83 -2.06
C 4.13 -5.10 -6.72
C 4.39 -3.95 -5.75
C 3.65 -4.11 -4.42
C 2.12 -4.12 -4.52
C 1.50 -2.88 -5.18
C 1.78 -1.60 -4.41
H 3.08 -5.16 -7.00
H 4.71 -4.95 -7.64
H 4.43 -6.06 -6.28
H 4.13 -3.00 -6.23
H 5.47 -3.91 -5.54
H 3.97 -3.31 -3.74
H 3.97 -5.05 -3.94
H 1.70 -4.23 -3.51
H 1.79 -5.01 -5.08
H 0.42 -3.02 -5.24
H 1.86 -2.77 -6.21
H 1.38 -1.66 -3.39
H 1.29 -0.75 -4.91
H 2.85 -1.38 -4.35
*
```

HOMO level (spin up / spin down) = -8.719 / -9.549 eV
Maximum force = 8.21 eV/Å
Orbital gap (spin up / spin down) = 8.99 / 9.45 eV
Molar mass = 484.79 g mol⁻¹

---

No. 4
DFT (ωB97M-V/def2-TZVPD) results for C63H147N4O14V as an isolated structure.

```
! RIJCOSX wB97M-V def2-TZVPD def2/J DEFGRID3
* xyz 0 3
V 4.02 -1.30 1.92
C 0.84 -2.50 4.62
C 2.12 -1.78 4.83
O 2.99 -1.84 3.68
H 0.22 -2.10 3.82
H 0.23 -2.35 5.51
H 0.91 -3.58 4.53
H 2.59 -2.17 5.74
H 1.86 -0.76 5.11
C 7.14 -2.60 4.67
C 7.28 -1.84 3.32
O 6.07 -1.56 2.67
H 6.94 -3.65 4.46
H 6.27 -2.16 5.15
H 8.01 -2.40 5.29
H 7.87 -2.34 2.55
H 7.77 -0.92 3.61
C 0.04 -1.44 0.36
C 0.95 -0.37 0.89
O 2.32 -0.64 0.76
H 0.17 -2.39 0.87
H 0.09 -1.59 -0.72
H -0.99 -1.23 0.65
H 0.65 -0.13 1.91
H 0.68 0.52 0.32
C 1.04 0.56 -3.25
C 1.88 -0.69 -3.03
C 2.49 -1.28 -4.27
O 2.98 -0.40 -2.11
H 1.40 1.09 -4.13
H 1.07 1.23 -2.39
H 0.01 0.24 -3.40
H 1.31 -1.48 -2.55
H 2.89 -2.29 -4.16
H 3.20 -0.61 -4.76
H 1.71 -1.45 -5.01
H 2.58 -0.35 -1.24
C 3.71 -4.94 -0.57
C 3.10 -3.88 0.28
C 2.14 -4.49 1.34
O 4.06 -3.25 1.09
H 3.01 -5.15 -1.37
H 4.09 -5.83 -0.06
H 4.56 -4.56 -1.13
H 2.55 -3.08 -0.21
H 1.30 -4.94 0.80
H 1.84 -3.68 2.00
H 2.61 -5.26 1.95
H 4.77 -3.90 1.11
C 5.67 -1.77 -2.10
C 6.14 -1.41 -0.68
C 7.26 -0.32 -0.77
O 5.06 -0.86 0.07
H 6.52 -2.18 -2.64
H 5.35 -0.95 -2.74
H 4.85 -2.48 -2.10
H 6.54 -2.30 -0.19
H 8.12 -0.68 -1.34
H 7.59 -0.02 0.22
H 6.99 0.61 -1.27
H 4.74 -0.11 -0.44
C 4.84 3.09 2.70
C 5.01 1.61 2.99
C 4.69 1.16 4.41
O 4.23 0.84 2.07
H 5.38 3.84 3.28
H 3.78 3.34 2.65
H 5.11 3.28 1.66
H 6.03 1.37 2.67
H 4.79 0.09 4.55
H 3.72 1.47 4.79
H 5.43 1.58 5.09
H 3.85 1.52 1.52
C -2.32 0.01 4.03
C -3.12 -0.06 5.37
C -2.98 1.16 6.31
O -4.47 -0.03 4.92
H -2.58 -0.73 3.27
H -1.30 -0.27 4.28
H -2.12 0.98 3.57
H -2.91 -1.07 5.72
H -1.93 1.41 6.50
H -3.43 0.93 7.28
H -3.45 2.05 5.91
H -4.98 -0.14 5.72
C -1.83 -3.24 -6.07
C -2.16 -1.96 -5.30
C -2.02 -2.17 -3.83
O -1.10 -1.04 -5.62
H -2.31 -3.25 -7.05
H -2.22 -4.05 -5.45
H -0.75 -3.31 -6.16
H -3.17 -1.57 -5.42
H -2.00 -1.25 -3.24
H -1.04 -2.55 -3.54
H -2.76 -2.82 -3.38
H -1.46 -0.21 -5.29
C 4.53 2.47 -2.94
C 4.55 2.93 -1.47
C 3.73 4.15 -1.05
O 4.11 1.75 -0.88
H 4.95 1.48 -3.07
H 5.09 3.10 -3.63
H 3.52 2.37 -3.34
H 5.59 2.98 -1.17
H 4.28 5.03 -1.39
H 3.60 4.18 0.03
H 2.70 4.16 -1.41
H 3.28 1.60 -1.34
C -0.10 -5.42 -1.96
C -1.32 -5.97 -1.21
C -0.85 -7.22 -0.56
C -1.83 -7.82 0.44
C -2.02 -6.82 1.60
C -2.57 -5.39 1.04
N -1.82 -5.01 -0.16
O -2.14 -3.75 -0.73
C -4.05 -5.44 0.68
C -2.22 -4.34 2.17
C -2.43 -6.37 -2.22
H 0.55 -4.86 -1.29
H -0.39 -4.68 -2.70
H 0.42 -6.29 -2.36
H -0.68 -8.04 -1.26
H 0.07 -6.91 -0.08
H -1.55 -8.74 0.96
H -2.75 -8.11 -0.06
H -1.05 -6.69 2.09
H -2.74 -7.21 2.31
H -4.31 -4.51 0.18
H -4.26 -6.27 0.01
H -4.67 -5.51 1.57
H -1.20 -4.39 2.56
H -2.49 -3.36 1.79
H -2.93 -4.48 2.98
H -2.02 -7.11 -2.91
H -2.81 -5.49 -2.73
H -3.33 -6.76 -1.74
H -1.40 -3.24 -0.40
C -0.59 5.54 5.40
C 0.76 5.01 4.87
C 1.02 3.57 5.34
C 0.22 2.57 4.52
C 0.49 2.67 3.07
C 0.13 4.06 2.56
N 0.77 5.14 3.41
O 0.45 6.48 2.89
C 0.61 4.22 1.12
C -1.37 4.22 2.49
C 1.92 5.99 5.33
H -1.04 6.40 4.90
H -0.53 6.01 6.39
H -1.36 4.77 5.48
H 2.07 3.28 5.21
H 0.81 3.41 6.40
H -0.81 2.63 4.85
H 0.43 1.56 4.89
H -0.10 1.96 2.50
H 1.52 2.46 2.79
H 1.69 4.17 1.11
H 0.25 3.35 0.56
H 0.27 5.18 0.72
H -1.59 5.25 2.19
H -1.80 3.58 1.73
H -1.87 4.23 3.46
H 2.84 5.92 4.75
H 2.16 5.92 6.39
H 1.68 7.03 5.10
H 1.31 6.87 2.80
C 0.07 4.05 -3.97
C -1.35 4.12 -4.50
C -1.37 5.34 -5.39
C -2.62 5.48 -6.20
C -2.88 4.20 -7.00
C -2.91 2.88 -6.18
N -1.77 2.91 -5.26
O -1.78 1.74 -4.44
C -4.32 2.82 -5.52
C -2.67 1.78 -7.24
C -2.23 4.36 -3.29
H 0.21 3.19 -3.31
H 0.31 4.97 -3.43
H 0.75 3.97 -4.81
H -1.23 6.29 -4.87
H -0.67 5.40 -6.22
H -2.53 6.38 -6.80
H -3.41 5.74 -5.49
H -2.10 4.29 -7.77
H -3.87 4.33 -7.42
H -4.67 3.73 -5.04
H -5.08 2.57 -6.26
H -4.43 2.02 -4.79
H -3.33 1.70 -8.11
H -1.65 1.85 -7.60
H -2.74 0.79 -6.80
H -3.27 4.38 -3.61
H -1.98 5.36 -2.94
H -2.12 3.64 -2.48
H -2.54 1.91 -3.87
C -5.26 -1.64 2.00
C -5.51 -0.58 0.88
C -5.73 0.79 1.58
C -5.48 2.01 0.72
C -4.05 1.98 0.23
C -3.87 0.75 -0.81
N -4.32 -0.47 -0.10
O -4.17 -1.68 -0.86
C -4.55 1.01 -2.18
C -2.35 0.61 -1.05
C -6.81 -0.93 0.24
H -4.22 -1.46 2.26
H -5.38 -2.67 1.69
H -5.92 -1.36 2.82
H -6.79 0.90 1.79
H -5.28 0.92 2.56
H -5.66 2.96 1.22
H -6.22 2.10 -0.08
H -3.36 2.10 1.07
H -3.97 2.91 -0.33
H -4.28 0.29 -2.96
H -5.60 0.96 -1.88
H -4.36 2.02 -2.54
H -2.07 1.15 -1.96
H -1.81 1.17 -0.29
H -1.99 -0.42 -1.05
H -7.06 -0.10 -0.44
H -7.64 -1.08 0.93
H -6.71 -1.81 -0.39
H -3.40 -2.11 -0.50
*
```

HOMO level (spin up / spin down) = -7.660 / -7.760 eV
Maximum force = 3.13 eV/Å
Orbital gap (spin up / spin down) = 7.71 / 8.30 eV
Molar mass = 1235.83 g mol⁻¹

---

No. 5
DFT (ωB97M-V/def2-TZVPD) results for C7H17NP as an isolated structure.

```
! RIJCOSX wB97M-V def2-TZVPD def2/J DEFGRID3
* xyz 1 1
C -0.17 -1.44 0.25
C 0.07 -0.20 -0.33
C 0.81 -2.33 0.81
C -1.63 -1.90 0.55
C -1.26 2.01 -0.35
C -0.47 0.75 -2.44
C -1.11 0.56 -0.93
N 2.23 1.69 1.73
P 1.59 0.65 -0.29
H 1.84 -2.08 0.68
H 0.69 -3.35 0.40
H 0.71 -2.59 1.88
H -2.23 -1.10 0.64
H -1.68 -2.29 1.54
H -1.95 -2.69 -0.23
H -2.23 2.15 0.11
H -1.31 2.76 -1.20
H -0.36 2.25 0.35
H -1.39 0.63 -3.06
H 0.26 0.00 -2.69
H 0.00 1.66 -2.63
H -1.98 0.05 -0.96
H 3.23 1.82 1.56
H 2.12 1.02 2.50
H 1.74 2.41 2.08
H 2.47 -0.43 0.04
*
```

HOMO level = -13.023 eV
Maximum force = 6.82 eV/Å
Relative energy (zero: lowest compared OMol25 entry of this formula, charge and spin) = 36.1 kcal per mole
Orbital gap = 7.87 eV
Molar mass = 146.19 g mol⁻¹

---

No. 6
DFT (ωB97M-V/def2-TZVPD) results for an isolated ion of composition C7H11FN3O and charge +1.

```
! RIJCOSX wB97M-V def2-TZVPD def2/J DEFGRID3
* xyz 1 1
C 2.02 -0.26 1.46
C 2.80 -0.54 -0.59
C 1.08 0.08 0.51
C -1.54 -1.60 -0.07
C -2.64 1.03 0.09
C -0.23 0.76 0.67
C -1.34 0.28 -0.30
N 1.58 -0.04 -0.77
N 3.00 -0.84 0.73
N -0.85 0.50 -1.61
O -2.16 -2.48 -0.53
F -0.66 -1.94 0.90
H 2.02 -0.48 2.47
H 3.58 -0.57 -1.30
H -3.42 0.79 -0.47
H -2.85 0.87 1.20
H -2.50 1.97 -0.18
H -0.53 0.41 1.65
H -0.10 1.80 0.74
H 3.87 -1.17 1.09
H 0.80 0.07 -1.47
H -0.88 1.50 -1.84
H -1.05 -0.15 -2.37
*
```

HOMO level = -13.617 eV
Maximum force = 6.39 eV/Å
SMILES = C[C@@](N)(Cc1c[nH+]c[nH]1)C(=O)F
Relative energy (zero: lowest compared OMol25 entry of this formula, charge and spin) = 23.7 kcal per mole
Orbital gap = 10.56 eV
Molar mass = 172.18 g mol⁻¹

---

These records have E values of -5174.3255, -987.5734, -1491.2635, -4704.6658, -672.6694, -612.4151 hartree, in the order they appear.